DFT (the ωB97M-V functional and the def2-TZVPD basis) results for a molecular structure, C26H32BiNO5S in a non-equilibrium geometry.

Structure (XYZ):
```
66
Properties=species:S:1:pos:R:3
O 2.8494 -2.9153 -0.4575
C 3.4823 -3.8599 -1.3556
C 3.7962 -4.8460 -0.2032
H 4.2826 -3.3426 -1.9024
H 2.7937 -4.2492 -2.1002
C 3.2402 -3.6749 0.7126
H 4.8686 -5.0808 -0.1283
H 3.0367 -5.6674 -0.2692
C 4.1182 -2.8838 1.6654
H 4.9039 -2.2961 1.2198
H 4.5061 -3.5363 2.4481
H 3.5268 -2.0922 2.1607
C 2.0720 -4.1154 1.5560
H 1.3190 -4.6889 0.9961
H 1.5098 -3.2518 1.9554
H 2.3695 -4.7216 2.4406
Bi 1.8395 1.8824 -1.4383
C -0.6116 -0.3730 -0.7951
C 0.1817 0.3484 -1.8302
C 1.0878 -0.6737 -2.3562
H -0.2726 1.1613 -2.4118
C 0.6772 -1.9277 -1.7976
C -0.1908 -1.6766 -0.6969
H -0.5302 -2.4361 0.0026
H -1.5372 0.0678 -0.3538
H 1.9686 -0.4844 -3.0192
H 0.7719 -2.8951 -2.2869
C -0.3441 1.3770 1.3424
C -0.3400 0.0274 1.7567
C 1.0169 -0.3874 1.8987
H -1.2108 -0.6023 1.9755
C 1.8244 0.7151 1.6235
C 0.9998 1.7131 0.9890
H 1.3609 2.6422 0.5110
H -1.2016 2.0684 1.3176
H 1.3640 -1.3546 2.2266
H 2.8423 0.8935 1.9758
O 5.1273 0.6659 -1.0771
C 5.7486 -0.5952 -0.5926
C 7.1202 -0.8364 -1.2744
H 5.0345 -1.4458 -0.8453
H 5.8671 -0.6162 0.5182
C 7.1670 0.1759 -2.4878
H 7.2294 -1.8972 -1.5994
H 7.9727 -0.7312 -0.5703
C 5.8409 0.9916 -2.3724
H 7.2197 -0.3804 -3.4583
H 8.0994 0.7840 -2.5131
H 5.2139 0.6017 -3.2233
H 6.0990 2.0874 -2.4974
O -3.7527 2.0165 -3.1282
S -3.0700 3.2897 -3.1900
O -3.3026 4.2109 -4.2795
N -1.4524 3.0229 -2.8866
C -1.0187 3.5370 -1.7618
O 0.2059 3.3788 -1.3324
C -2.0614 4.2656 -0.9914
C -1.9895 4.8905 0.2525
C -3.1116 5.5524 0.7508
C -4.2849 5.6647 -0.0384
C -4.3498 5.0084 -1.2741
C -3.2519 4.2456 -1.6872
H -1.0633 4.8437 0.8174
H -3.0568 6.0179 1.7319
H -5.1359 6.2466 0.3114
H -5.2347 5.0705 -1.9148
```

Calculated values
Net charge: 0
Multiplicity: 1
HOMO-LUMO gap (spin up / spin down), eV: 5.69 / 5.69


DFT (the ωB97M-V functional and the def2-TZVPD basis) results for a single C12H11N3O4S molecule in a non-equilibrium geometry.

Structure (XYZ):
```
31
Properties=species:S:1:pos:R:3
O -2.3320 -3.0434 -0.7045
N -1.8986 -2.1062 -0.0841
O -0.9060 -2.1179 0.6127
C -2.6603 -0.8801 -0.1069
C -4.0470 -0.9725 -0.0836
C -4.8050 0.1841 -0.0320
C -4.1815 1.4229 -0.0157
C -2.7985 1.5058 -0.0738
C -2.0317 0.3568 -0.1100
S -0.2554 0.5367 -0.3961
O 0.1175 -0.4729 -1.3417
O -0.0360 1.9065 -0.7502
N 0.3683 0.3047 1.1295
C 1.6461 0.9639 1.3744
C 2.7447 0.3304 0.5672
C 2.9912 0.7298 -0.7419
C 3.9513 0.0561 -1.4774
C 4.6281 -0.9936 -0.8736
N 4.4048 -1.3793 0.3705
C 3.4844 -0.7370 1.0657
H -4.5081 -1.9487 -0.0992
H -5.8815 0.1171 -0.0074
H -4.7726 2.3247 0.0237
H -2.2853 2.4533 -0.1122
H 0.3919 -0.6873 1.3314
H 1.8509 0.9021 2.4461
H 1.5063 2.0071 1.0847
H 2.4308 1.5470 -1.1713
H 4.1659 0.3359 -2.4968
H 5.3852 -1.5544 -1.4058
H 3.3321 -1.0913 2.0783
```

Calculated values
SMILES string: O=[N+]([O-])c1ccccc1S(=O)(=O)NCc1cccnc1
Net charge: 0
Multiplicity: 1
HOMO-LUMO gap, eV: 8.76


DFT (the ωB97M-V functional and the def2-TZVPD basis) results for a gas-phase ion, C5H13N2 (charge +1) in a non-equilibrium geometry.

Structure (XYZ):
```
20
Properties=species:S:1:pos:R:3
C 1.6991 -1.3772 0.5971
C 0.2045 -1.3625 0.1543
N -0.0856 -0.8944 -1.1874
C -0.5147 -0.4089 1.1212
C -0.2876 1.1488 0.8348
C -1.0742 1.9341 0.0224
N -1.0552 1.9941 -1.3811
H 2.1790 -2.3760 0.5042
H 1.7624 -1.2680 1.7117
H 2.4207 -0.6705 0.1178
H -0.0380 -2.4219 0.1049
H 0.1811 0.0936 -1.3055
H 0.4660 -1.3209 -1.9349
H -1.0847 -1.0108 -1.4228
H -0.1965 -0.6120 2.1487
H -1.5836 -0.5761 1.3109
H 0.4371 1.5848 1.5086
H -1.5278 2.7690 0.5870
H -0.1206 2.2231 -1.6921
H -1.7813 2.5516 -1.7999
```

Calculated values
SMILES string: C[C@H]([NH3+])C/C=C\N
Net charge: +1
Multiplicity: 1
HOMO-LUMO gap, eV: 8.04


DFT (the ωB97M-V functional and the def2-TZVPD basis) results for 12 unconnected molecules or ions with the total composition C16H56N4O12 in a non-equilibrium geometry.

Structure (XYZ):
```
88
Properties=species:S:1:pos:R:3
N 1.1910 3.0600 23.0950
C 1.4680 1.8480 22.6510
N 0.4570 1.1020 22.3730
O 2.7700 1.4310 22.7390
H 2.0010 3.5540 23.5000
H 0.3210 3.5850 22.9330
H 0.8010 0.2090 22.0670
H -0.4410 1.4790 22.0710
N -1.7580 3.7700 15.0580
C -2.0750 3.5730 16.2890
N -1.0880 3.5440 17.1400
O -3.3680 3.4700 16.6940
H -2.6180 3.9400 14.5040
H -0.8310 3.7940 14.5910
H -1.3280 3.2260 18.0830
H -0.0900 3.6010 16.8720
C -0.6600 -1.6370 21.3370
C 0.7240 -2.2210 21.2450
O 1.6290 -1.0780 21.1400
H -0.8370 -1.0580 22.2180
H -1.4200 -2.3870 21.3980
H -0.8440 -0.9420 20.4680
H 0.7970 -2.9160 20.4470
H 0.9840 -2.6170 22.2240
H 2.5400 -1.3770 20.9480
C 3.3260 -4.3670 20.7310
C 4.1150 -3.5070 19.7740
O 3.7560 -2.1670 19.8480
H 3.2330 -3.9420 21.7010
H 3.8420 -5.3390 20.7830
H 2.3240 -4.5890 20.3670
H 4.0780 -3.8120 18.7650
H 5.1490 -3.4960 20.1900
H 4.4850 -1.7080 19.4270
C 1.2580 -3.5390 17.5450
C 0.3600 -2.3340 17.4460
O -0.8750 -2.8490 16.9900
H 2.3150 -3.3360 17.7940
H 1.3170 -4.1070 16.6170
H 0.9570 -4.1880 18.3880
H 0.7410 -1.6460 16.7050
H 0.2990 -1.7140 18.3520
H -1.4690 -2.9210 17.6980
C -3.5850 0.3820 19.2660
C -2.3510 0.4660 18.3910
O -1.3860 1.2350 19.0280
H -4.0810 1.3590 19.4600
H -3.3800 -0.1540 20.1970
H -4.3700 -0.2030 18.7170
H -2.5580 0.9530 17.4500
H -2.0660 -0.5030 18.2140
H -0.6160 1.1710 18.4010
C 1.7230 0.5670 18.5790
O 0.9640 0.8930 17.4270
H 2.4890 1.2850 18.6680
H 2.1430 -0.4660 18.5160
H 1.1040 0.7090 19.4600
H 1.5610 0.8080 16.6360
C 2.7950 -0.0200 13.8570
O 2.5140 0.0200 15.2750
H 3.3270 0.9420 13.7070
H 1.8830 -0.1100 13.3400
H 3.4890 -0.8520 13.6640
H 3.3200 -0.1430 15.7750
C 0.6500 3.8010 19.9110
O 1.5730 4.4160 20.7560
H 0.6360 4.2820 18.9370
H -0.3530 3.8150 20.3160
H 0.7680 2.8070 19.6270
H 1.5120 3.8510 21.5440
C 4.1430 3.6050 19.3010
O 4.8770 2.9900 18.2320
H 3.3690 4.2880 18.8000
H 4.7270 4.3100 19.9270
H 3.6100 2.9700 20.0230
H 5.0840 3.6540 17.5060
C -1.1030 0.5500 14.8840
O -2.1680 1.0620 14.0900
H -1.3450 -0.4320 15.2670
H -1.0010 1.1730 15.8310
H -0.1260 0.5940 14.3540
H -1.9500 2.0020 13.9940
C 1.9810 3.4690 15.6380
O 1.4760 4.5940 16.4480
H 1.0690 2.9280 15.3870
H 2.6420 2.8660 16.2620
H 2.5540 3.7310 14.7420
H 2.1630 5.1600 16.7460
```

Calculated values
SMILES string: NC(N)=O.NC(N)=O.CCO.CCO.CCO.CCO.CO.CO.CO.CO.CO.CO
Net charge: 0
Multiplicity: 1
HOMO-LUMO gap, eV: 8.73


Electronic energy readings, ordered: -55874.568; -36114.461; -8366.641; -48025.944 eV